1.
27
Properties=species:S:1:pos:R:3:nbo_charge:R:1 method="wB97M-V/def2-TZVPD" lumo_ev="0.0 / 0.0" homo_ev="-7.462 / -7.461"
C 1.119 3.511 1.505 -0.206
C -0.113 -2.309 -3.062 -0.204
C 1.806 2.599 0.645 -0.207
C -0.103 3.187 2.078 -0.184
C -0.111 -3.016 -1.899 -0.196
C -0.162 -0.880 -3.057 -0.192
C 1.307 1.353 0.461 -0.191
C -0.707 1.998 1.648 -0.192
C -0.352 -2.284 -0.691 -0.241
C -0.106 -0.194 -1.873 -0.190
C -0.029 1.048 0.906 -0.059
C -0.342 -0.879 -0.645 -0.071
C -0.635 -0.241 0.566 -0.341
O -0.761 -2.496 2.698 -0.963
S -1.531 -1.034 1.764 0.735
H 1.704 4.358 1.533 0.209
H -0.053 -2.764 -3.948 0.193
H 2.764 2.721 0.191 0.211
H -0.511 3.854 2.677 0.202
H 0.017 -4.066 -2.069 0.217
H -0.067 -0.527 -3.977 0.202
H 1.892 0.696 -0.088 0.213
H -1.637 1.911 1.996 0.204
H -0.302 -2.927 0.118 0.226
H -0.049 0.848 -1.846 0.215
H -1.034 -2.475 3.567 0.457
H -2.003 -1.991 0.799 0.151

***

2.
38
Properties=species:S:1:pos:R:3:nbo_charge:R:1 method="wB97M-V/def2-TZVPD" lumo_ev=-7.5 homo_ev=-13.847 charge=+2
Al -0.422 -0.027 0.291 1.712
N -3.869 -1.881 1.517 -0.762
C -2.980 -1.074 0.879 0.322
S -1.989 -0.016 1.852 -0.265
N -2.845 -1.151 -0.407 -0.444
N -1.912 -0.149 -0.886 -0.441
C -2.068 0.750 -1.829 0.153
C -0.844 1.518 -2.025 0.163
C -0.688 2.458 -3.073 -0.186
C 0.446 3.273 -3.068 -0.086
C 1.433 3.113 -2.069 -0.215
C 1.199 2.179 -1.080 0.102
N 0.104 1.352 -1.066 -0.601
H -3.810 -2.138 2.503 0.437
H -4.441 -2.468 0.914 0.421
H -2.953 0.886 -2.450 0.256
H -1.465 2.575 -3.834 0.262
H 0.584 4.072 -3.806 0.263
H 2.335 3.751 -2.080 0.271
H 1.916 2.051 -0.300 0.228
N -0.888 -3.235 -1.278 -0.763
C 0.245 -2.829 -0.747 0.360
N 0.485 -1.712 0.028 -0.754
C 1.701 -1.825 0.751 0.117
C 2.479 -2.871 0.341 -0.417
S 1.744 -3.818 -0.853 0.489
C 2.027 -0.767 1.684 0.109
C 3.082 -0.593 2.553 -0.416
S 2.823 0.763 3.551 0.512
C 1.345 1.155 2.664 0.308
N 1.079 0.296 1.674 -0.677
N 0.648 2.300 2.900 -0.776
H -1.703 -2.574 -1.328 0.454
H -0.887 -4.199 -1.608 0.442
H 3.495 -3.073 0.685 0.279
H 4.022 -1.233 2.631 0.292
H 0.893 2.847 3.736 0.434
H -0.321 2.294 2.634 0.416

***

Looking at DFT total energy for the records above, in order, we have -975.84866, -2377.90250 Ha.
Looking at relative energy (zero: lowest compared OMol25 entry of this formula, charge and spin) for the records above, in order, we have 200.2, 4.4 kJ/mol.
Looking at F_max for the records above, in order, we have 5.71, 3.14 eV Å⁻¹.